(1)
Formula: C55H43N6O4P2PdS3
Source: the Open Molecules 2025 dataset
Level of theory: ωB97M-V/def2-TZVPD

XYZ file:
```
114
Properties=species:S:1:pos:R:3:forces:R:3:lowdin_charge:R:1
Pd 1.129 -0.231 -0.915 0.00 0.98 0.11 1.06
S 7.484 -2.602 -2.883 0.00 -0.03 -0.02 1.10
C 7.629 -4.288 -2.700 0.00 -0.01 0.02 -0.37
C 6.553 -4.832 -2.064 0.01 0.06 -0.02 -0.15
C 5.588 -3.857 -1.722 0.03 -0.01 0.00 -0.11
C 5.952 -2.589 -2.102 -0.04 -0.04 0.02 -0.50
C 5.205 -1.351 -1.908 -0.14 0.02 0.03 -0.17
C 3.817 -1.414 -1.659 0.13 -0.01 0.12 -0.02
N 3.065 -0.348 -1.463 -0.03 -0.06 0.02 0.01
C 3.626 0.887 -1.571 0.16 -0.11 -0.16 -0.14
C 4.990 1.053 -1.811 0.09 0.00 -0.02 -0.11
C 5.510 2.388 -1.944 -0.07 0.04 0.02 0.02
C 4.683 3.455 -1.933 -0.01 -0.09 0.03 0.02
C 3.261 3.282 -1.792 0.11 0.07 -0.04 -0.11
C 2.343 4.330 -1.911 -0.06 0.01 0.04 0.08
C 0.985 4.081 -1.861 0.09 -0.16 0.02 -0.17
C 0.572 2.745 -1.636 0.05 0.09 0.06 -0.04
N 1.427 1.753 -1.470 -0.16 -0.22 -0.08 0.01
C 2.756 2.003 -1.572 -0.04 0.07 -0.09 -0.15
C 0.014 5.154 -2.035 -0.06 0.10 -0.01 -0.48
C 0.232 6.409 -2.541 0.01 -0.06 -0.01 -0.10
C -0.936 7.205 -2.563 -0.05 0.03 -0.01 -0.15
C -2.022 6.547 -2.073 -0.01 -0.03 0.02 -0.36
S -1.634 4.959 -1.583 0.01 0.03 0.01 1.08
C 5.779 -0.096 -1.954 0.04 -0.03 0.04 0.07
H 8.505 -4.793 -3.074 0.00 0.00 0.00 0.08
H 6.458 -5.885 -1.848 0.01 -0.01 0.00 0.11
H 4.677 -4.092 -1.188 -0.01 0.01 0.01 0.10
H 3.335 -2.376 -1.611 0.01 0.00 0.00 0.09
H 6.575 2.518 -2.081 0.01 -0.01 -0.01 0.13
H 5.074 4.456 -2.060 -0.01 0.01 -0.01 0.13
H 2.710 5.338 -2.055 -0.01 0.01 0.00 0.14
H -0.475 2.481 -1.585 -0.02 0.01 0.00 0.09
H 1.184 6.760 -2.912 0.02 -0.03 0.00 0.12
H -0.966 8.218 -2.934 -0.02 0.01 0.00 0.12
H -3.034 6.908 -1.977 0.01 0.03 0.00 0.08
H 6.845 0.010 -2.115 0.00 0.01 -0.01 0.13
O -0.915 0.604 -0.343 0.09 -0.16 0.29 -0.40
P -2.234 0.605 0.388 -0.03 -0.14 -0.23 0.81
C -3.398 -0.735 -0.043 0.10 0.10 -0.03 -0.26
P -2.596 -1.932 -1.174 0.06 0.13 0.18 0.73
O -1.240 -2.200 -0.621 -0.01 -0.35 -0.23 -0.34
C -3.675 -3.350 -1.250 -0.07 0.01 0.01 -0.29
C -3.075 -4.596 -1.422 0.01 0.02 0.00 -0.06
C -3.862 -5.732 -1.525 0.01 -0.01 0.00 -0.05
C -5.244 -5.628 -1.452 -0.02 -0.01 0.00 -0.05
C -5.846 -4.390 -1.271 0.00 0.00 -0.01 -0.05
C -5.065 -3.251 -1.170 0.01 0.00 0.02 -0.09
C -2.593 -1.107 -2.769 -0.15 -0.07 -0.04 -0.29
C -3.802 -0.833 -3.413 -0.03 -0.05 0.01 -0.08
C -3.818 -0.195 -4.642 -0.02 -0.01 0.03 -0.05
C -2.622 0.164 -5.247 0.06 0.01 -0.02 -0.05
C -1.416 -0.115 -4.619 -0.05 0.04 -0.02 -0.06
C -1.401 -0.747 -3.382 0.25 0.23 -0.21 -0.09
C -1.956 0.471 2.206 -0.04 0.05 0.01 -0.20
C -0.584 0.742 2.720 0.00 0.10 0.10 -0.25
C -1.118 1.567 4.935 0.03 0.02 0.00 0.00
C -2.001 0.549 5.327 0.00 0.00 0.04 0.00
C -2.845 -0.076 4.464 -0.02 -0.04 -0.01 0.05
C -2.947 0.107 3.033 0.01 -0.01 -0.05 -0.03
C -3.187 2.100 0.143 0.03 0.04 -0.07 -0.29
C -3.378 3.066 1.127 0.03 0.00 0.00 -0.07
C -4.184 4.165 0.870 -0.01 0.00 0.02 -0.06
C -4.806 4.295 -0.363 -0.02 0.02 0.01 -0.06
C -4.607 3.343 -1.355 0.01 -0.01 -0.01 -0.07
C -3.794 2.250 -1.109 -0.01 -0.02 0.03 -0.10
H -4.289 -0.285 -0.479 -0.03 -0.01 0.05 0.07
H -3.688 -1.286 0.853 0.05 -0.04 -0.01 0.08
H -1.995 -4.669 -1.464 0.00 -0.01 0.00 0.10
H -3.399 -6.700 -1.660 0.00 0.00 0.00 0.12
H -5.856 -6.516 -1.533 0.00 0.00 0.00 0.12
H -6.923 -4.315 -1.207 0.00 0.00 0.00 0.12
H -5.550 -2.293 -1.021 0.00 0.00 0.00 0.10
H -4.740 -1.141 -2.966 -0.01 0.00 -0.01 0.11
H -4.759 0.005 -5.136 -0.01 -0.01 0.01 0.12
H -2.629 0.650 -6.214 0.00 0.00 0.00 0.12
H -0.485 0.155 -5.098 0.01 0.00 0.00 0.11
H -0.434 -0.933 -2.926 -0.16 -0.18 0.17 0.07
H 0.058 1.194 1.972 0.00 -0.01 -0.02 0.13
H -0.853 2.359 5.631 0.02 -0.01 0.01 0.18
H -2.129 0.414 6.393 -0.01 0.01 0.00 0.14
H -3.603 -0.717 4.903 0.00 0.00 0.01 0.15
H -3.927 -0.108 2.623 0.00 -0.01 -0.01 0.13
H -2.913 2.966 2.100 0.01 0.01 0.01 0.10
H -4.338 4.913 1.636 0.00 0.00 0.00 0.12
H -5.453 5.142 -0.551 -0.01 0.00 0.00 0.12
H -5.086 3.451 -2.319 0.00 0.00 0.00 0.12
H -3.639 1.512 -1.891 0.00 0.00 -0.01 0.10
N 3.875 0.243 7.634 -0.01 0.02 -0.01 0.17
C 3.045 0.004 6.606 0.04 0.02 0.02 -0.28
C 1.882 -0.776 6.789 -0.05 -0.03 -0.02 0.00
C 1.039 -1.029 5.738 0.02 0.06 -0.01 -0.06
C 1.333 -0.509 4.470 0.05 -0.03 0.07 -0.34
C 2.488 0.261 4.267 -0.05 -0.04 0.00 -0.05
C 3.324 0.523 5.320 0.01 0.00 0.00 0.00
S 0.279 -0.861 3.160 -0.04 0.08 0.18 0.86
O -0.725 -1.813 3.553 -0.01 0.02 0.04 -0.27
O -0.587 1.741 3.787 -0.02 -0.06 -0.04 0.08
N 1.008 -0.956 1.817 0.02 -0.01 -0.15 -0.12
C 1.206 -2.163 1.201 0.00 -0.17 0.06 -0.45
N 1.308 -3.298 1.880 -0.02 0.06 0.07 0.17
C 1.372 -4.419 1.179 0.01 -0.06 0.02 -0.06
C 1.329 -4.441 -0.212 -0.01 -0.01 -0.01 -0.01
C 1.268 -3.223 -0.839 0.05 0.05 0.16 -0.13
N 1.263 -2.084 -0.131 -0.13 -0.21 -0.43 -0.06
H 3.708 -0.153 8.543 0.00 0.00 0.00 0.12
H 4.723 0.768 7.510 0.00 0.00 0.00 0.12
H 1.674 -1.199 7.764 0.00 0.00 0.00 0.13
H 0.167 -1.656 5.872 0.00 -0.01 0.01 0.12
H 2.728 0.631 3.278 0.01 0.01 -0.01 0.12
H 4.221 1.109 5.169 0.00 0.00 -0.01 0.12
H 1.456 -5.336 1.752 0.00 -0.01 -0.01 0.13
H 1.340 -5.363 -0.773 0.00 -0.01 0.01 0.12
H 1.219 -3.127 -1.916 0.01 0.01 0.00 0.13
```
Positions in Å, forces in eV/Å.

As for the net charge: +3. The HOMO-LUMO gap comes out at 4.55 eV. Its total energy is -129405.14662 eV. The HOMO energy is -14.01 eV. Its lowest unoccupied orbital energy is -9.46 eV.



(2)
Formula: C3H5BN2O2
Source: the Open Molecules 2025 dataset
Level of theory: ωB97M-V/def2-TZVPD

XYZ file:
```
13
Properties=species:S:1:pos:R:3:forces:R:3:lowdin_charge:R:1
B 0.663 -0.411 -1.315 -0.02 -0.56 0.73 -0.48
C -1.337 0.379 0.928 0.14 1.52 -0.59 -0.15
C -0.515 1.391 0.474 -0.94 0.37 0.73 -0.16
C -0.012 -1.560 0.731 -1.03 2.16 -0.47 -0.27
N -0.917 -0.877 1.321 -0.65 0.16 0.92 0.06
N 0.554 -1.282 -0.416 0.23 -1.31 0.16 0.21
O 0.819 1.157 0.271 1.04 0.09 -0.07 -0.04
O 0.862 -0.243 -2.561 -0.34 0.81 -2.54 0.29
H -2.410 0.575 1.117 0.88 0.13 -0.07 0.11
H -0.643 2.529 0.395 -0.73 -2.11 -0.01 0.14
H 0.356 -2.416 1.123 0.59 -2.84 1.93 0.09
H 1.098 0.347 0.733 -0.15 0.41 0.02 0.10
H 1.483 0.412 -2.801 0.96 1.17 -0.74 0.11
```
Positions in Å, forces in eV/Å.

As for the net charge: 0. Its SMILES is O/B=N/C=N\C=C/O. The HOMO-LUMO gap comes out at 8.53 eV. Its total energy is -10942.62060 eV. The energy relative to the best compared isomer or geometry (same formula, charge and spin) comes out at 87.1 kcal per mole. The HOMO energy is -8.35 eV. Its lowest unoccupied orbital energy is 0.18 eV.